Computed, not measured: a cluster of 12 separate species, C2H25O13 in total, with ωB97M-V/def2-TZVPD.

HOMO energy ... -6.559 eV
Net charge ... -1

The geometry in XYZ format:
```
40
Properties=species:S:1:pos:R:3:forces:R:3:mulliken_charge:R:1
H -2.185462 -1.864832 0.417817 0.2 0.0 -0.7 0.38
O -0.318052 3.331218 2.751477 0.0 0.6 0.2 -0.65
O 3.236698 -1.544152 0.291427 0.7 -0.1 0.6 -0.64
O 2.040328 2.741438 1.039387 0.6 0.2 -0.3 -0.61
O -2.926122 -1.721252 1.006927 -0.3 -0.2 0.8 -0.67
H 2.502748 -1.459652 -0.317183 -0.7 0.2 -0.3 0.43
O -0.925362 -4.515472 -2.157633 0.0 -0.6 -0.2 -0.67
O -2.240092 -0.085852 -3.768533 -0.3 0.5 -1.1 -0.67
H -0.237642 -2.200462 2.744657 -0.3 0.0 0.1 0.31
H -0.334272 1.293818 -1.217033 0.2 0.0 0.1 0.33
H 1.159248 -1.407702 -2.577513 -0.2 -0.3 0.6 0.30
O 1.738058 -1.062962 -3.257493 0.5 0.2 -0.5 -0.69
C -0.500212 0.607628 -0.386553 -0.9 0.3 1.0 -0.44
H -1.949162 -0.692212 -3.087413 0.3 -0.4 0.8 0.43
H 0.092988 0.868868 0.489777 0.6 -0.2 -0.5 0.19
H -2.979462 3.749888 0.571487 0.0 0.2 -0.2 0.29
H -1.510172 0.767808 -0.009153 -0.3 0.1 -0.4 -0.01
H 1.628488 2.413568 1.838837 -0.3 -0.2 0.1 0.29
O 0.594568 -1.787582 2.514027 0.1 0.1 0.5 -0.68
H -0.969112 -3.560642 -2.106433 0.0 0.7 0.1 0.37
H 0.742958 -2.039442 1.602557 0.3 0.2 -0.7 0.31
O 0.676268 -1.412432 -0.731813 0.7 -0.8 0.4 -0.73
H -3.462912 2.358558 0.921287 -0.1 -0.2 0.0 0.29
H -0.900172 -4.803832 -1.245253 0.0 0.0 0.2 0.30
H 2.186468 1.011628 3.096147 0.3 -0.1 0.1 0.30
H 1.662098 3.611778 0.914147 -0.1 0.1 0.0 0.29
H -0.075172 2.415958 2.891227 0.2 -0.5 0.2 0.30
O 3.031798 1.203498 -1.274183 0.2 0.2 -0.3 -0.67
H -3.249282 -0.849782 0.778157 0.1 0.1 -0.2 0.29
H 1.039568 0.044858 2.891567 -0.3 -0.9 -0.3 0.32
H 1.160108 -0.562752 -3.833683 -0.1 0.1 -0.2 0.34
H 3.392878 -2.486732 0.349647 0.0 -0.2 0.0 0.27
H 2.431478 0.488978 -1.487073 -0.1 -0.4 -0.3 0.30
O -1.389942 -1.276342 -1.487173 -0.9 -0.8 -0.2 -0.84
C -0.407112 -0.821182 -0.873773 0.6 1.0 -0.2 0.64
O -2.729882 2.960188 1.051407 0.0 0.1 0.2 -0.62
O 1.232688 0.972778 3.025317 0.0 0.6 0.4 -0.70
H -1.187912 3.290688 2.354067 -0.3 -0.1 -0.3 0.37
H -2.825222 0.521218 -3.315423 0.0 0.0 0.1 0.28
H 2.753298 1.500918 -0.408033 -0.1 0.3 0.4 0.38
```
Forces are in eV/Å.



Computed, not measured: a structure of composition C2H26F6O19S2, with ωB97M-V/def2-TZVPD.

HOMO energy ... -3.701 eV
Net charge ... -2

The geometry in XYZ format:
```
55
Properties=species:S:1:pos:R:3:forces:R:3:mulliken_charge:R:1
F 0.302951 4.194243 12.253730 1.7 4.6 1.5 -0.11
H 0.529988 6.255256 9.327052 -7.0 2.6 -0.3 0.55
O 4.735825 4.047546 9.840256 1.6 0.2 -0.7 -0.78
H 1.624439 7.628770 13.418646 0.2 1.4 0.2 0.49
H 2.445624 3.791646 11.623335 0.2 -1.6 2.4 0.22
H 2.343440 8.396843 8.923015 0.1 0.3 -0.2 0.33
F -0.405793 6.595792 14.379714 -5.9 0.5 1.8 -0.27
H 0.650375 6.100695 7.825887 -0.4 0.5 -0.7 0.67
H 2.134211 4.734431 13.951635 0.2 -0.1 0.2 0.23
O -3.600888 8.618245 13.347344 0.6 -0.4 -0.8 -0.65
C -1.348509 7.012444 13.492715 -2.6 0.9 -1.1 0.62
O -2.348061 8.787961 15.400774 1.1 -0.2 -0.4 -0.68
H -0.065606 2.012948 12.466712 0.2 -0.1 0.0 0.29
H 1.822567 7.484344 10.012935 -0.1 1.3 -1.2 -0.07
H 1.836788 8.564031 10.898495 0.4 1.8 1.5 0.54
O -3.686008 6.817592 15.013490 1.7 0.7 -1.5 -0.71
O 1.744862 8.374471 9.669641 -0.7 1.6 -4.8 -0.62
O 1.734395 2.897176 9.031640 3.6 -4.8 -3.1 -0.98
H 2.291223 5.393077 7.107510 0.4 -0.2 -0.4 0.27
H 3.495104 2.839124 12.155482 0.1 -0.2 0.0 0.24
S -2.892588 7.910315 14.385205 -1.9 -0.8 2.0 1.25
C 0.636145 5.481369 12.018422 -1.6 0.9 0.3 0.60
H 4.771986 3.351044 10.495860 0.0 -0.1 0.0 0.26
H 3.108814 3.576102 13.969956 -0.4 0.1 -0.2 0.42
H 0.172812 5.104619 9.004155 -2.1 0.9 -1.4 -0.14
O 3.040500 6.412159 11.396568 -6.9 -9.1 -1.6 -0.37
H 0.870563 3.190601 9.321342 0.2 -0.6 0.6 0.49
H 3.867602 4.435379 9.949783 1.1 -0.5 -0.2 0.16
O 0.063980 4.177379 9.215351 -4.6 -2.2 2.5 -0.87
F -0.503850 6.132826 11.613244 9.9 -4.3 -6.9 0.29
H -0.394488 3.811186 8.459098 -0.5 0.1 -0.1 0.36
H -1.604147 6.798096 10.482779 -0.4 0.3 -0.6 0.38
H 2.600337 7.617728 11.800375 -0.5 2.5 0.6 0.57
O 4.491197 7.604911 11.269084 6.8 4.8 -0.8 -0.70
F 0.951705 6.020760 13.243190 3.0 -3.8 -6.1 -0.05
O 1.437397 5.023888 7.333159 2.1 -0.5 -3.0 -0.78
H -1.973058 8.188411 10.954814 -0.2 0.1 0.0 0.32
F -1.765905 5.918619 12.780954 -5.4 -0.1 7.0 -0.20
O 2.485949 4.175421 10.564730 -0.2 7.1 -2.9 0.86
O 1.479650 6.171694 9.535503 16.7 -3.5 7.5 -0.19
O 2.206218 8.489747 11.778401 -1.0 1.2 4.5 -0.90
O 1.497384 7.894724 14.329341 1.3 1.3 1.3 -0.89
O 2.853149 4.358049 14.459274 0.5 0.5 1.5 -0.76
O -2.353441 7.379394 10.612723 -0.9 0.1 -1.1 -0.77
H 2.347878 3.345965 9.613434 -0.6 -2.4 -2.0 0.80
H 1.558033 4.658368 8.209572 0.4 -1.5 -0.1 0.40
H 4.749307 7.299134 10.399542 0.4 -0.1 0.0 0.28
O -0.486842 2.345634 11.674181 -1.2 -2.5 -0.8 -0.81
O 0.014389 6.270819 8.520749 -11.3 4.3 -6.5 -0.93
H -0.031480 3.166476 11.486854 -0.8 -2.0 -1.2 0.47
H 0.748082 7.379164 14.627613 1.2 1.2 0.4 0.40
O 2.601994 3.145733 12.312223 0.7 -4.2 4.5 -0.88
F -0.813440 7.801374 12.457302 -0.4 2.6 4.8 -0.31
S 2.112864 5.565873 10.701207 -2.7 0.3 4.4 -0.82
H 4.074463 6.845629 11.676573 4.0 1.1 0.9 0.45
```
Forces are in eV/Å.



Computed, not measured: a structure of composition C2H2AgMgO2, with ωB97M-V/def2-TZVPD.

HOMO energy (spin up / spin down) ... -5.536 / -8.081 eV
Multiplicity ... 2

The geometry in XYZ format:
```
8
Properties=species:S:1:pos:R:3:forces:R:3:mulliken_spin:R:1
Mg 2.575553 -0.571358 -0.671903 -0.5 0.0 -0.6 0.97
Ag -0.396595 -0.858893 -2.971197 0.0 0.0 0.0 0.12
H -1.540645 1.516986 0.840603 0.1 -0.4 0.1 0.00
O 1.195968 -0.013368 1.216442 -0.7 0.2 0.3 -0.09
O 1.286516 -0.533506 -1.993656 0.5 0.0 0.6 -0.02
C -1.226538 0.500959 1.077562 0.1 0.0 0.3 0.00
H -1.946103 -0.282833 1.314898 0.3 0.3 -0.1 0.00
C 0.051844 0.242014 1.187252 0.1 -0.2 -0.5 0.02
```
Forces are in eV/Å.



Calculated molar mass, 257.2 532.3 190.2 g mol⁻¹ (same order as the records).